[1]
Formula: C5H14N2O
Source: the Open Molecules 2025 dataset
Level of theory: ωB97M-V/def2-TZVPD

```
22
Properties=species:S:1:pos:R:3:forces:R:3
C 0.027 2.480 0.360 1.978 -2.742 1.339
N -0.492 1.214 -0.181 -1.278 0.174 -2.502
C 0.204 -0.057 -0.140 1.551 -0.541 -1.965
C 1.061 -0.403 -1.468 0.643 -3.298 2.410
N 2.433 0.124 -1.330 -3.593 -2.155 -5.006
C -0.869 -1.155 0.045 2.053 0.090 4.220
C -1.602 -1.037 1.479 -0.354 -0.699 -1.645
O -1.518 -2.308 2.151 0.822 -0.765 -1.478
H 0.579 3.088 -0.372 -0.042 -0.013 0.563
H 0.654 2.171 1.325 -0.728 0.797 -2.262
H -0.798 2.929 0.814 -1.226 1.496 0.270
H -0.961 1.313 -1.158 1.086 0.055 2.440
H 1.073 0.058 0.547 -1.330 -0.578 0.687
H 1.309 -1.570 -1.459 -1.276 1.931 0.136
H 0.379 -0.316 -2.304 0.710 0.967 -0.782
H 2.623 0.172 -0.439 1.842 0.966 5.306
H 2.744 0.758 -1.970 1.023 2.143 -1.328
H -0.554 -2.208 -0.022 1.101 0.275 0.379
H -1.445 -1.216 -0.794 -2.430 0.972 -2.120
H -1.147 -0.312 2.186 -0.386 -0.002 -0.950
H -2.675 -0.844 1.232 0.749 0.253 0.755
H -1.026 -2.881 1.496 -0.914 0.673 1.531
```
Positions in Å, forces in eV/Å.

Values from the calculation:
- Net charge: 0
- Energy above the lowest of the compared OMol25 structures with the same formula, charge and spin: 102.1 kcal/mol
- SMILES string: CN[C@H](CN)CCO
- Energy: -10436.5994 eV
- Lowest unoccupied orbital energy: 1.00 eV
- HOMO-LUMO gap: 9.278 eV
- Largest force on an atom: 6.53 eV/A


[2]
Formula: C30H70N10O10
Source: the Open Molecules 2025 dataset
Level of theory: ωB97M-V/def2-TZVPD

```
120
Properties=species:S:1:pos:R:3:forces:R:3
C 4.916 -0.185 3.560 0.017 0.067 0.353
N 3.764 -1.069 3.535 -0.008 -0.128 -1.078
C 3.690 -2.038 2.454 1.197 -0.951 0.476
C 2.863 -1.074 4.531 -0.127 -0.019 0.305
O 2.982 -0.449 5.566 -0.162 0.139 -0.009
H 4.600 0.763 3.990 0.072 0.092 -0.117
H 5.309 -0.055 2.554 -0.206 0.101 -0.086
H 5.751 -0.540 4.170 -0.163 -0.300 0.127
H 3.606 -1.638 1.449 -0.070 0.379 0.065
H 4.627 -2.606 2.512 0.106 0.080 -0.384
H 2.960 -2.836 2.588 -0.526 0.517 0.281
H 1.999 -1.715 4.293 -0.088 -0.056 0.157
C -0.521 -1.059 0.865 0.269 0.290 1.056
N 0.236 -0.315 -0.107 -0.513 0.336 -0.003
C 1.647 -0.299 0.147 0.471 -0.740 0.219
C -0.304 0.196 -1.218 0.606 -0.236 -0.750
O 0.356 0.689 -2.120 0.057 0.387 -0.160
H -0.184 -2.096 0.926 -0.467 0.014 -0.492
H -1.589 -0.928 0.710 0.015 -0.434 -0.261
H -0.301 -0.692 1.873 -0.025 0.265 -0.095
H 1.819 0.114 1.145 0.046 -0.131 0.010
H 1.971 -1.348 0.115 0.167 0.097 0.252
H 2.281 0.222 -0.560 -0.632 0.273 -0.369
H -1.390 0.099 -1.338 -0.204 -0.133 0.478
C -2.459 -0.132 4.296 0.110 0.228 -0.523
N -1.860 0.974 3.568 0.555 0.149 0.088
C -2.652 1.698 2.597 0.894 0.076 0.641
C -0.520 1.198 3.638 -0.289 -0.539 0.382
O 0.100 2.071 3.070 -0.006 -0.013 -0.218
H -1.736 -0.624 4.942 0.127 0.183 0.039
H -2.795 -0.886 3.580 -0.089 -0.018 0.278
H -3.281 0.265 4.891 -0.182 -0.277 0.049
H -2.844 1.073 1.720 0.080 0.092 1.083
H -3.559 2.088 3.061 -0.189 -0.181 -0.139
H -2.068 2.555 2.267 0.075 -0.031 0.066
H -0.063 0.435 4.293 0.308 0.261 0.052
C -0.762 -6.384 2.754 0.363 0.039 -0.298
N -0.587 -5.176 3.539 0.082 -1.058 -0.072
C -0.893 -5.311 4.954 -1.157 -0.029 -0.517
C -0.404 -3.994 2.950 0.804 0.967 -0.026
O -0.258 -2.937 3.541 -0.267 0.412 0.519
H -1.818 -6.575 2.554 0.001 -0.233 0.081
H -0.285 -7.222 3.263 -0.320 -0.043 0.226
H -0.223 -6.333 1.807 -0.182 0.374 -0.052
H -0.413 -6.186 5.386 0.553 0.303 0.081
H -0.731 -4.365 5.457 0.359 -0.117 0.157
H -1.965 -5.548 5.022 -0.001 0.168 0.154
H -0.305 -3.968 1.861 -0.217 -0.729 -0.177
C -1.994 3.011 -1.900 0.840 0.408 -0.767
N -3.066 3.295 -1.001 0.062 -0.281 0.487
C -3.455 2.244 -0.076 -0.215 0.304 -0.433
C -3.755 4.449 -1.025 0.047 -0.012 -0.170
O -4.680 4.712 -0.292 -0.400 0.209 0.263
H -2.245 2.240 -2.632 0.049 -0.228 0.206
H -1.057 2.771 -1.393 -0.257 -0.390 0.184
H -1.709 3.889 -2.485 -0.434 0.200 0.028
H -4.088 1.517 -0.586 0.067 -0.248 0.024
H -2.589 1.763 0.377 0.000 0.329 -1.112
H -4.026 2.678 0.743 -0.075 0.167 -0.183
H -3.399 5.137 -1.803 0.103 0.136 -0.064
C -4.684 -0.467 1.799 0.732 0.441 -0.311
N -5.965 -0.674 1.172 -0.098 -0.675 0.920
C -7.103 -0.606 2.066 -0.450 0.649 -0.529
C -6.063 -0.854 -0.157 0.466 -0.014 -0.153
O -5.107 -0.927 -0.915 -0.267 0.036 0.056
H -4.496 -0.930 2.770 -0.999 -0.286 -0.084
H -4.512 0.603 1.950 -0.413 -0.418 -0.128
H -3.884 -0.857 1.171 -0.141 0.118 -0.296
H -6.990 -1.260 2.927 0.112 -0.078 -0.026
H -7.232 0.429 2.400 0.043 -0.089 0.262
H -8.025 -0.858 1.540 0.105 -0.168 -0.051
H -7.100 -0.913 -0.513 -0.113 -0.086 0.026
C 1.465 3.797 -5.881 0.400 1.089 -0.352
N 1.038 2.424 -5.953 -0.112 0.417 0.482
C -0.083 1.914 -5.170 -0.135 0.007 -1.177
C 1.654 1.633 -6.852 0.011 -0.621 0.100
O 2.618 1.924 -7.524 0.040 0.349 -0.176
H 1.026 4.397 -5.085 -0.245 -0.609 0.300
H 1.230 4.360 -6.791 -0.058 -0.265 -0.141
H 2.550 3.874 -5.782 0.009 -0.231 0.037
H 0.063 0.839 -5.096 -0.142 0.003 0.477
H -0.155 2.388 -4.201 0.265 -0.136 0.211
H -1.020 2.075 -5.718 -0.058 0.082 0.191
H 1.188 0.635 -6.906 0.024 -0.101 0.026
C -3.761 -3.891 -1.947 -0.632 0.243 -0.193
N -2.478 -4.556 -1.919 0.184 -0.417 -0.088
C -2.263 -5.592 -2.916 -0.743 0.337 -0.220
C -1.657 -4.448 -0.856 -0.273 0.033 -0.778
O -1.806 -3.650 0.043 0.053 0.012 0.635
H -3.778 -2.954 -1.398 0.319 -0.017 0.007
H -4.569 -4.510 -1.535 0.224 -0.182 0.105
H -4.054 -3.688 -2.978 0.214 0.081 -0.015
H -2.303 -5.165 -3.920 0.183 0.142 0.035
H -1.308 -6.090 -2.791 -0.019 -0.083 0.176
H -3.106 -6.288 -2.876 0.252 -0.337 0.090
H -0.815 -5.157 -0.931 0.148 0.082 0.175
C 3.972 3.988 -2.962 -0.177 -0.628 0.909
N 4.506 2.754 -3.498 0.248 0.045 -0.307
C 3.651 1.586 -3.417 -0.337 0.407 -0.178
C 5.781 2.636 -3.953 -0.337 0.484 -0.471
O 6.279 1.624 -4.388 0.110 -0.232 0.166
H 3.203 4.465 -3.571 0.075 -0.103 -0.238
H 4.731 4.716 -2.681 0.270 -0.118 -0.329
H 3.505 3.673 -2.021 -0.219 0.423 0.033
H 4.200 0.708 -3.740 0.139 -0.029 0.267
H 3.257 1.524 -2.397 0.061 -0.363 -0.034
H 2.787 1.685 -4.083 0.017 0.080 0.060
H 6.293 3.611 -3.973 0.162 -0.032 0.212
C 3.891 1.909 0.857 -0.044 0.896 0.696
N 4.884 2.812 0.309 -0.763 0.031 -0.197
C 4.650 4.218 0.570 -0.233 0.001 -1.064
C 5.935 2.365 -0.409 0.385 -0.040 0.570
O 6.823 3.054 -0.856 0.024 0.241 -0.347
H 3.925 2.006 1.949 0.243 -0.638 0.043
H 4.050 0.903 0.489 0.053 -0.092 0.216
H 2.865 2.240 0.672 0.106 -0.018 -0.699
H 3.692 4.517 0.128 -0.239 -0.222 0.423
H 4.645 4.405 1.641 0.183 0.278 0.005
H 5.346 4.813 -0.019 0.509 -0.083 0.589
H 5.970 1.264 -0.455 -0.149 -0.090 -0.232
```
Positions in Å, forces in eV/Å.

Values from the calculation:
- Net charge: 0
- Energy above the lowest of the compared OMol25 structures with the same formula, charge and spin: 170.2 kcal/mol
- SMILES string: CN(C)C=O.CN(C)C=O.CN(C)C=O.CN(C)C=O.CN(C)C=O.CN(C)C=O.CN(C)C=O.CN(C)C=O.CN(C)C=O.CN(C)C=O
- Energy: -67620.3191 eV
- Lowest unoccupied orbital energy: 0.10 eV
- HOMO-LUMO gap: 8.850 eV
- Largest force on an atom: 1.60 eV/A